1.
12 unconnected molecules or ions with the total composition C36H54O36. Source: OMol25; level of theory: wB97M-V/def2-TZVPD.

Last columns: bonded neighbours and bond lengths (Å).
Geometry (Å):
1 C -6.1974 2.0972 -6.1339  O2 1.447, H7 1.090, H8 1.090, H9 1.090
2 O -5.6898 3.1008 -5.2231  C1 1.447, C3 1.409
3 C -4.7921 2.8662 -4.1626  O2 1.409, O4 1.204, O5 1.344
4 O -4.5120 3.7526 -3.3974  C3 1.204
5 O -4.3906 1.5843 -4.1071  C3 1.344, C6 1.416
6 C -3.4297 1.0820 -3.1963  O5 1.416, H10 1.090, H11 1.090, H12 1.090
7 H -6.7021 2.6235 -6.9440  C1 1.090
8 H -6.9896 1.5684 -5.6037  C1 1.090
9 H -5.4010 1.5409 -6.6282  C1 1.090
10 H -2.5370 1.7045 -3.2570  C6 1.090
11 H -3.1433 0.0519 -3.4080  C6 1.090
12 H -3.6878 1.2460 -2.1501  C6 1.090
13 C 0.4769 -4.9761 0.6003  O14 1.452, H19 1.090, H20 1.090, H21 1.090
14 O -0.3491 -5.0555 1.7920  C13 1.452, C15 1.274
15 C -0.2003 -4.2113 2.7341  O14 1.274, O16 1.207, O17 1.380
16 O 0.1240 -3.0622 2.5590  C15 1.207
17 O -0.6823 -4.6206 3.9609  C15 1.380, C18 1.377
18 C -1.1909 -5.8714 4.2307  O17 1.377, H22 1.090, H23 1.090, H24 1.090
19 H 1.4906 -4.6173 0.7785  C13 1.090
20 H 0.0611 -4.2610 -0.1096  C13 1.090
21 H 0.3501 -5.9330 0.0939  C13 1.090
22 H -0.4771 -6.6879 4.1216  C18 1.090
23 H -2.0668 -6.0685 3.6126  C18 1.090
24 H -1.5090 -5.7776 5.2690  C18 1.090
25 C 2.2575 -0.8593 5.1149  O26 1.445, H31 1.090, H32 1.090, H33 1.090
26 O 3.2627 -1.8748 4.8996  C25 1.445, C27 1.321
27 C 3.7330 -2.2267 3.7162  O26 1.321, O28 1.228, O29 1.371
28 O 4.5360 -3.1526 3.6331  C27 1.228
29 O 3.1413 -1.5648 2.6711  C27 1.371, C30 1.482
30 C 3.2490 -2.2269 1.3499  O29 1.482, H34 1.090, H35 1.090, H36 1.090
31 H 2.1615 -0.0641 4.3757  C25 1.090
32 H 2.4972 -0.4243 6.0852  C25 1.090
33 H 1.3118 -1.4011 5.1331  C25 1.090
34 H 2.6967 -1.5592 0.6886  C30 1.090
35 H 2.8268 -3.2238 1.2232  C30 1.090
36 H 4.2875 -2.2867 1.0245  C30 1.090
37 O 2.3921 3.9757 5.0805  C38 1.236
38 C 2.7163 3.3736 4.0508  O37 1.236, O39 1.333, O42 1.343
39 O 2.5431 2.0615 3.8885  C38 1.333, C40 1.422
40 C 3.0922 1.6161 2.6547  O39 1.422, C41 1.516, H43 1.090, H44 1.090
41 C 3.5429 2.8903 1.9683  C40 1.516, O42 1.436, H45 1.090, H46 1.090
42 O 3.3973 3.8719 3.0064  C38 1.343, C41 1.436
43 H 3.9751 0.9873 2.7691  C40 1.090
44 H 2.3794 1.0416 2.0632  C40 1.090
45 H 2.9182 3.1273 1.1071  C41 1.090
46 H 4.5891 2.8528 1.6649  C41 1.090
47 O -0.5777 1.6195 4.2739  C48 1.256
48 C -1.0874 0.4934 4.4953  O47 1.256, O49 1.329, O52 1.385
49 O -1.5949 -0.3365 3.5891  C48 1.329, C50 1.419
50 C -2.1658 -1.4899 4.1867  O49 1.419, C51 1.489, H53 1.090, H54 1.090
51 C -1.5845 -1.4765 5.5572  C50 1.489, O52 1.400, H55 1.090, H56 1.090
52 O -0.9993 -0.2109 5.6848  C48 1.385, C51 1.400
53 H -3.2364 -1.4914 4.3913  C50 1.090
54 H -2.0121 -2.4615 3.7171  C50 1.090
55 H -0.8545 -2.2829 5.6266  C51 1.090
56 H -2.3824 -1.6067 6.2884  C51 1.090
57 O 4.5541 -3.2247 -1.9093  C58 1.253
58 C 3.4409 -3.2615 -2.4827  O57 1.253, O59 1.275, O62 1.364
59 O 2.2915 -3.0538 -1.9713  C58 1.275, C60 1.351
60 C 1.3791 -2.7406 -2.9166  O59 1.351, C61 1.528, H63 1.090, H64 1.090
61 C 1.9452 -3.4068 -4.1696  C60 1.528, O62 1.368, H65 1.090, H66 1.090
62 O 3.2545 -3.5522 -3.8021  C58 1.364, C61 1.368
63 H 0.4303 -3.2326 -2.7028  C60 1.090
64 H 1.2445 -1.6678 -3.0550  C60 1.090
65 H 1.7891 -2.9239 -5.1342  C61 1.090
66 H 1.5400 -4.4148 -4.2576  C61 1.090
67 O -1.7925 -3.1663 -1.5435  C68 1.230
68 C -2.8409 -3.3185 -0.9176  O67 1.230, O69 1.397, O72 1.306
69 O -4.1506 -3.1741 -1.3824  C68 1.397, C70 1.360
70 C -4.9981 -3.5319 -0.3811  O69 1.360, C71 1.524, H73 1.090, H74 1.090
71 C -4.1437 -3.3299 0.8644  C70 1.524, O72 1.454, H75 1.090, H76 1.090
72 O -2.8006 -3.5709 0.3635  C68 1.306, C71 1.454
73 H -5.8377 -2.8419 -0.4654  C70 1.090
74 H -5.3029 -4.5581 -0.5864  C70 1.090
75 H -4.4375 -4.0916 1.5866  C71 1.090
76 H -4.2641 -2.3692 1.3651  C71 1.090
77 O 1.5912 4.9877 -0.3076  C78 1.239
78 C 0.4753 4.7492 -0.7895  O77 1.239, O79 1.362, O82 1.321
79 O -0.5345 4.1429 -0.1053  C78 1.362, C80 1.381
80 C -1.6163 3.9798 -0.9483  O79 1.381, C81 1.497, H83 1.090, H84 1.090
81 C -1.1284 4.1527 -2.3532  C80 1.497, O82 1.437, H85 1.090, H86 1.090
82 O 0.1395 4.7663 -2.0671  C78 1.321, C81 1.437
83 H -2.0336 2.9731 -0.9261  C80 1.090
84 H -2.4046 4.6923 -0.7057  C80 1.090
85 H -1.7566 4.8488 -2.9090  C81 1.090
86 H -1.0827 3.1753 -2.8336  C81 1.090
87 O 1.3636 0.7439 -2.2868  C88 1.245
88 C 0.6589 0.5100 -1.2879  O87 1.245, O89 1.349, O92 1.390
89 O -0.6309 0.1148 -1.2894  C88 1.349, C90 1.413
90 C -1.1485 0.0103 0.0207  O89 1.413, C91 1.521, H93 1.090, H94 1.090
91 C 0.0957 0.0799 0.8929  C90 1.521, O92 1.420, H95 1.090, H96 1.090
92 O 1.0726 0.6468 0.0318  C88 1.390, C91 1.420
93 H -1.7908 0.8837 0.1338  C90 1.090
94 H -1.8308 -0.8194 0.2061  C90 1.090
95 H 0.3418 -0.9436 1.1759  C91 1.090
96 H -0.1566 0.7629 1.7040  C91 1.090
97 O 5.6915 4.4384 -6.2609  C98 1.210
98 C 4.5728 4.2095 -5.8617  O97 1.210, O99 1.262, O102 1.414
99 O 3.5205 4.2203 -6.5580  C98 1.262, C100 1.370
100 C 2.3610 3.8831 -5.9114  O99 1.370, C101 1.547, H103 1.090, H104 1.090
101 C 2.8072 3.4018 -4.5104  C100 1.547, O102 1.393, H105 1.090, H106 1.090
102 O 4.0971 3.9266 -4.5601  C98 1.414, C101 1.393
103 H 1.7846 4.8016 -5.8005  C100 1.090
104 H 1.7250 3.2531 -6.5332  C100 1.090
105 H 2.6945 2.3233 -4.3994  C101 1.090
106 H 2.1689 3.8761 -3.7649  C101 1.090
107 O -4.1091 1.1305 0.3055  C108 1.219
108 C -4.3061 1.4195 1.4731  O107 1.219, O109 1.367, O112 1.367
109 O -3.9638 2.5591 2.1455  C108 1.367, C110 1.398
110 C -4.0788 2.3759 3.5265  O109 1.398, C111 1.522, H113 1.090, H114 1.090
111 C -5.1231 1.2698 3.5545  C110 1.522, O112 1.385, H115 1.090, H116 1.090
112 O -4.8358 0.5642 2.3979  C108 1.367, C111 1.385
113 H -3.1756 2.0756 4.0578  C110 1.090
114 H -4.3562 3.2095 4.1718  C110 1.090
115 H -6.1503 1.6086 3.6891  C111 1.090
116 H -5.0065 0.5264 4.3430  C111 1.090
117 O 6.2661 0.2769 0.6347  C118 1.229
118 C 5.7709 0.5133 -0.4653  O117 1.229, O119 1.299, O122 1.377
119 O 4.7185 -0.0176 -1.0102  C118 1.299, C120 1.437
120 C 4.4917 0.4957 -2.3329  O119 1.437, C121 1.512, H123 1.090, H124 1.090
121 C 5.7038 1.3655 -2.5808  C120 1.512, O122 1.405, H125 1.090, H126 1.090
122 O 6.4142 1.3297 -1.3692  C118 1.377, C121 1.405
123 H 4.3727 -0.3619 -2.9950  C120 1.090
124 H 3.5793 1.0877 -2.4057  C120 1.090
125 H 5.5660 2.4187 -2.8259  C121 1.090
126 H 6.3078 1.0261 -3.4223  C121 1.090

Energy above the lowest of the compared OMol25 structures with the same formula, charge and spin, kcal/mol: 103.8
Electronic energy, hartree: -4112.74657
HOMO energy, eV: -10.04
Structure (SMILES): COC(=O)OC.COC(=O)OC.COC(=O)OC.O=C1OCCO1.O=C1OCCO1.O=C1OCCO1.O=C1OCCO1.O=C1OCCO1.O=C1OCCO1.O=C1OCCO1.O=C1OCCO1.O=C1OCCO1
LUMO energy, eV: -0.42
Gap between HOMO and LUMO, eV: 9.6
Molar mass, g mol⁻¹: 1062.8

2.
A single C4H7IS molecule. Source: OMol25; level of theory: wB97M-V/def2-TZVPD.

Last columns: bonded neighbours and bond lengths (Å).
Geometry (Å):
1 C 0.4558 -0.1529 -0.7453  C2 1.509, H7 1.048, H8 1.081, H9 1.089
2 C 0.4477 0.0491 0.7503  C1 1.509, C3 1.520, H10 1.078, H11 1.039
3 C -0.8090 0.8571 1.0295  C2 1.520, I4 2.142, C5 1.628, H12 1.040
4 I -1.0654 0.9582 3.1535  C3 2.142
5 C -2.1474 0.0578 0.5602  C3 1.628, S6 1.698, H13 1.055
6 S -3.3362 0.9763 -0.2320  C5 1.698
7 H 0.2643 0.7582 -1.2258  C1 1.048
8 H 1.4337 -0.4839 -1.0670  C1 1.081
9 H -0.2738 -0.8095 -1.2179  C1 1.089
10 H 0.3768 -0.9181 1.2219  C2 1.078
11 H 1.3564 0.5462 0.8372  C2 1.039
12 H -0.7719 1.7738 0.5400  C3 1.040
13 H -2.1008 -0.9941 0.6211  C5 1.055

Energy above the lowest of the compared OMol25 structures with the same formula, charge and spin, kcal/mol: 14.2
Electronic energy, hartree: -852.43078
HOMO energy (alpha / beta), eV: -8.94 / -8.94
Structure (SMILES): CC[C@H](I)C=S
LUMO energy (alpha / beta), eV: -0.81 / -0.81
Gap between HOMO and LUMO (alpha / beta), eV: 8.1 / 8.1
Molar mass, g mol⁻¹: 214.1

3.
9 unconnected molecules or ions with the total composition C40H49BF4N9. Source: OMol25; level of theory: wB97M-V/def2-TZVPD.

Last columns: bonded neighbours and bond lengths (Å).
Geometry (Å):
1 C -2.3474 4.4706 -4.7479  N2 1.477, H15 1.090, H16 1.090, H17 1.090
2 N -1.9625 3.1116 -5.1815  C1 1.477, C3 1.350, C7 1.315
3 C -0.9466 2.5140 -4.5229  N2 1.350, C4 1.387, H18 1.080
4 C -0.4759 1.2773 -4.9387  C3 1.387, C5 1.420, H19 1.080
5 C -1.1063 0.6770 -6.0602  C4 1.420, C6 1.409, C8 1.488
6 C -2.2377 1.3002 -6.6239  C5 1.409, C7 1.391, H20 1.080
7 C -2.5897 2.5808 -6.2089  N2 1.315, C6 1.391, H21 1.080
8 C -0.7102 -0.6806 -6.5223  C5 1.488, C9 1.440, C13 1.443
9 C 0.6268 -1.0059 -6.9466  C8 1.440, C10 1.377, H22 1.080
10 C 0.8566 -2.2619 -7.4628  C9 1.377, N11 1.388, H23 1.080
11 N -0.1300 -3.2377 -7.4534  C10 1.388, C12 1.369, C14 1.476
12 C -1.3466 -3.0289 -6.8608  N11 1.369, C13 1.388, H24 1.080
13 C -1.6656 -1.7555 -6.4103  C8 1.443, C12 1.388, H25 1.080
14 C 0.2967 -4.6007 -7.8257  N11 1.476, H26 1.090, H27 1.090, H28 1.090
15 H -1.3459 4.9007 -4.7373  C1 1.090
16 H -2.8584 4.4930 -3.7853  C1 1.090
17 H -2.8444 4.9780 -5.5748  C1 1.090
18 H -0.6120 2.9484 -3.5924  C3 1.080
19 H 0.3957 0.8256 -4.4885  C4 1.080
20 H -2.7438 0.7097 -7.3732  C6 1.080
21 H -3.4651 3.1037 -6.5648  C7 1.080
22 H 1.3673 -0.2199 -6.9653  C9 1.080
23 H 1.7755 -2.5790 -7.9334  C10 1.080
24 H -1.9740 -3.9075 -6.8891  C12 1.080
25 H -2.6794 -1.5808 -6.0817  C13 1.080
26 H 0.9444 -4.8812 -6.9951  C14 1.090
27 H 0.7140 -4.6453 -8.8317  C14 1.090
28 H -0.5680 -5.2616 -7.7657  C14 1.090
29 B -0.4204 0.0434 0.1281  F30 1.331, F31 1.340, F32 1.345, F33 1.390
30 F 0.7189 -0.5840 -0.1545  B29 1.331
31 F -0.7785 -0.2993 1.3733  B29 1.340
32 F -0.2960 1.3822 0.1393  B29 1.345
33 F -1.4317 -0.4347 -0.6963  B29 1.390
34 N -5.3745 1.9205 1.6601  C35 1.363, C38 1.386, H39 1.010
35 C -4.9652 3.1788 1.9883  N34 1.363, C36 1.377, H40 1.080
36 C -6.0121 3.8376 2.5942  C35 1.377, C37 1.400, H41 1.080
37 C -7.1212 2.9941 2.4591  C36 1.400, C38 1.376, H42 1.080
38 C -6.7437 1.8184 1.8523  N34 1.386, C37 1.376, H43 1.080
39 H -4.7528 1.2697 1.2018  N34 1.010
40 H -3.9148 3.3474 1.8026  C35 1.080
41 H -5.9763 4.8414 2.9909  C36 1.080
42 H -8.1537 3.1957 2.7032  C37 1.080
43 H -7.3784 1.0909 1.3683  C38 1.080
44 N 1.9549 -5.2302 2.3948  C45 1.384, C48 1.373, H49 1.010
45 C 0.8649 -5.0318 3.2244  N44 1.384, C46 1.350, H50 1.080
46 C 1.2075 -5.3239 4.4974  C45 1.350, C47 1.414, H51 1.080
47 C 2.5216 -5.8437 4.4652  C46 1.414, C48 1.348, H52 1.080
48 C 2.9711 -5.6717 3.2062  N44 1.373, C47 1.348, H53 1.080
49 H 2.0488 -5.1195 1.3953  N44 1.010
50 H -0.0397 -4.6425 2.7812  C45 1.080
51 H 0.5627 -5.1827 5.3522  C46 1.080
52 H 2.9640 -6.3167 5.3295  C47 1.080
53 H 3.9768 -5.7893 2.8306  C48 1.080
54 N 0.2239 2.7183 5.1823  C55 1.370, C58 1.348, H59 1.010
55 C -0.3281 3.7316 5.9211  N54 1.370, C56 1.387, H60 1.080
56 C 0.7014 4.6077 6.2308  C55 1.387, C57 1.383, H61 1.080
57 C 1.8536 4.0217 5.7402  C56 1.383, C58 1.370, H62 1.080
58 C 1.5571 2.8744 5.0536  N54 1.348, C57 1.370, H63 1.080
59 H -0.2395 1.9303 4.7528  N54 1.010
60 H -1.3891 3.7090 6.1214  C55 1.080
61 H 0.5607 5.4614 6.8771  C56 1.080
62 H 2.8780 4.3405 5.8643  C57 1.080
63 H 2.2007 2.1184 4.6288  C58 1.080
64 N 3.2571 4.2767 -0.9922  C65 1.386, C68 1.366, H69 1.010
65 C 2.7730 5.5654 -1.1514  N64 1.386, C66 1.360, H70 1.080
66 C 3.6131 6.1615 -2.0398  C65 1.360, C67 1.378, H71 1.080
67 C 4.6197 5.2659 -2.3285  C66 1.378, C68 1.374, H72 1.080
68 C 4.2919 4.0219 -1.8462  N64 1.366, C67 1.374, H73 1.080
69 H 2.8465 3.5537 -0.4188  N64 1.010
70 H 1.9437 5.9693 -0.5897  C65 1.080
71 H 3.6206 7.1490 -2.4771  C66 1.080
72 H 5.4246 5.5704 -2.9811  C67 1.080
73 H 4.7297 3.0423 -1.9691  C68 1.080
74 N -5.4011 0.0063 6.4214  C75 1.373, C78 1.402, H79 1.010
75 C -4.1899 -0.6413 6.4257  N74 1.373, C76 1.395, H80 1.080
76 C -4.1540 -1.3325 7.6370  C75 1.395, C77 1.403, H81 1.080
77 C -5.3233 -1.0732 8.3675  C76 1.403, C78 1.354, H82 1.080
78 C -6.1025 -0.2728 7.6029  N74 1.402, C77 1.354, H83 1.080
79 H -5.7111 0.5182 5.6078  N74 1.010
80 H -3.5552 -0.6244 5.5521  C75 1.080
81 H -3.3732 -2.0211 7.9244  C76 1.080
82 H -5.6517 -1.4662 9.3184  C77 1.080
83 H -7.0788 0.0837 7.8966  C78 1.080
84 N 6.6822 1.3642 2.8161  C85 1.370, C88 1.367, H89 1.010
85 C 7.6897 1.1900 3.7282  N84 1.370, C86 1.393, H90 1.080
86 C 7.6643 -0.0801 4.2995  C85 1.393, C87 1.367, H91 1.080
87 C 6.4762 -0.6229 3.8957  C86 1.367, C88 1.452, H92 1.080
88 C 5.9265 0.2255 2.8541  N84 1.367, C87 1.452, H93 1.080
89 H 6.4613 2.2310 2.3470  N84 1.010
90 H 8.4134 1.9845 3.8351  C85 1.080
91 H 8.3576 -0.4693 5.0304  C86 1.080
92 H 6.0894 -1.5698 4.2424  C87 1.080
93 H 5.0747 0.1539 2.1940  C88 1.080
94 N 0.0963 -4.7192 -2.5795  C95 1.382, C98 1.352, H99 1.010
95 C 1.3448 -4.5245 -3.1403  N94 1.382, C96 1.349, H100 1.080
96 C 1.8156 -5.7556 -3.4254  C95 1.349, C97 1.391, H101 1.080
97 C 0.8466 -6.6969 -3.0929  C96 1.391, C98 1.353, H102 1.080
98 C -0.1538 -6.0422 -2.4588  N94 1.352, C97 1.353, H103 1.080
99 H -0.5380 -4.0169 -2.2265  N94 1.010
100 H 1.7012 -3.5057 -3.1792  C95 1.080
101 H 2.7653 -6.0201 -3.8665  C96 1.080
102 H 0.9439 -7.7654 -3.2160  C97 1.080
103 H -1.0550 -6.3210 -1.9330  C98 1.080

Electronic energy, hartree: -2470.47226
Charge: +1
HOMO energy, eV: -8.52
LUMO energy, eV: -6.08
Gap between HOMO and LUMO, eV: 2.4
Molar mass, g mol⁻¹: 742.7